Entry a
Here is C44H41BBr2CdN3O2PS as an isolated structure from the Open Molecules 2025 dataset. Energies are from the ωB97M-V functional and the def2-TZVPD basis.

Computed properties:
E_LUMO   3.81 eV
Total charge   -2

Geometry as XYZ:
```
96
C44H41BBr2CdN3O2PS (the ωB97M-V functional and the def2-TZVPD basis)
Cd 0.013 1.018 0.019
Br -0.811 -1.162 -2.852
C -0.174 -2.834 -2.216
C -1.119 -3.795 -1.991
C -0.729 -5.054 -1.480
C 0.586 -5.305 -1.229
C 1.576 -4.319 -1.487
C 2.942 -4.605 -1.238
C 3.876 -3.636 -1.482
C 3.484 -2.372 -1.984
C 2.182 -1.984 -2.273
C 1.230 -3.028 -1.991
H -2.156 -3.580 -2.191
H -1.486 -5.807 -1.283
H 0.898 -6.267 -0.833
H 3.218 -5.580 -0.847
H 4.927 -3.845 -1.291
H 4.296 -1.658 -2.141
N -1.614 1.860 -1.051
P -3.058 1.656 -0.593
C -4.161 2.917 -1.343
C -5.548 2.922 -1.216
C -6.304 3.943 -1.773
C -5.675 4.974 -2.460
C -4.293 4.976 -2.589
C -3.538 3.949 -2.033
C -3.897 0.071 -0.982
C -4.609 -0.123 -2.162
C -5.109 -1.375 -2.492
C -4.895 -2.453 -1.645
C -4.160 -2.279 -0.480
C -3.658 -1.028 -0.156
C -3.461 1.816 1.197
C -2.609 2.621 1.947
C -2.834 2.811 3.304
C -3.920 2.212 3.926
C -4.782 1.414 3.185
C -4.550 1.217 1.829
H -6.040 2.120 -0.676
H -7.383 3.937 -1.669
H -6.263 5.776 -2.892
H -3.797 5.779 -3.120
H -2.457 3.914 -2.111
H -4.773 0.712 -2.833
H -5.654 -1.514 -3.418
H -5.274 -3.435 -1.906
H -3.948 -3.125 0.164
H -3.052 -0.912 0.738
H -1.736 3.060 1.483
H -2.134 3.415 3.869
H -4.088 2.354 4.988
H -5.625 0.929 3.664
H -5.215 0.573 1.266
S 6.697 0.799 -1.784
C 4.952 0.977 -1.447
C 4.032 0.904 -2.480
C 2.687 1.026 -2.166
N 2.252 1.233 -0.929
C 3.133 1.260 0.065
C 4.501 1.138 -0.149
C 7.137 2.503 -2.080
C 7.476 3.350 -1.036
C 7.843 4.658 -1.326
N 7.900 5.153 -2.560
C 7.568 4.334 -3.555
C 7.183 3.014 -3.369
H 4.343 0.725 -3.500
H 1.929 0.940 -2.932
H 2.734 1.403 1.061
H 5.187 1.158 0.686
H 7.444 3.001 -0.014
H 8.104 5.335 -0.520
H 7.607 4.749 -4.556
H 6.918 2.392 -4.213
Br 0.854 3.425 1.513
C 2.220 -2.231 3.934
C 1.082 -2.202 2.928
C 1.008 -3.528 2.182
O 1.383 -1.192 1.949
B 0.209 -0.540 1.584
O -0.828 -0.942 2.431
C -0.289 -1.729 3.503
C -1.269 -2.850 3.803
C -0.167 -0.797 4.703
H 3.135 -2.529 3.420
H 2.024 -2.954 4.732
H 2.385 -1.251 4.379
H 1.954 -3.689 1.664
H 0.231 -3.508 1.417
H 0.820 -4.369 2.855
H -1.485 -3.431 2.908
H -2.204 -2.420 4.168
H -0.877 -3.522 4.572
H 0.479 0.050 4.469
H 0.224 -1.313 5.583
H -1.157 -0.399 4.937
```

=====

Entry b
Here is C44H41BBr2CdN3O2PS as an isolated structure from the Open Molecules 2025 dataset. Energies are from the ωB97M-V functional and the def2-TZVPD basis.

Computed properties:
E_LUMO   3.57 eV
Total charge   -2

Geometry as XYZ:
```
96
C44H41BBr2CdN3O2PS (the ωB97M-V functional and the def2-TZVPD basis)
Cd 1.239 0.242 -0.303
Br 1.405 -0.149 2.976
C 3.313 -0.074 2.963
C 3.907 -0.042 4.191
C 5.315 -0.014 4.284
C 6.065 -0.031 3.145
C 5.456 -0.071 1.862
C 6.258 -0.110 0.699
C 5.660 -0.169 -0.529
C 4.252 -0.176 -0.645
C 3.389 -0.119 0.441
C 4.025 -0.082 1.722
H 3.296 -0.038 5.085
H 5.787 0.017 5.261
H 7.151 -0.016 3.199
H 7.339 -0.097 0.807
H 6.273 -0.201 -1.427
H 3.838 -0.218 -1.650
N 1.639 2.548 -0.107
P 0.522 3.521 -0.467
C 0.943 5.299 -0.112
C 0.114 6.387 -0.377
C 0.518 7.679 -0.063
C 1.761 7.896 0.525
C 2.594 6.816 0.793
C 2.184 5.525 0.474
C -0.080 3.616 -2.204
C 0.551 4.450 -3.129
C 0.230 4.381 -4.478
C -0.721 3.468 -4.922
C -1.342 2.624 -4.013
C -1.023 2.697 -2.663
C -1.076 3.397 0.470
C -0.964 2.735 1.692
C -2.067 2.581 2.522
C -3.304 3.083 2.132
C -3.429 3.727 0.906
C -2.321 3.880 0.082
H -0.853 6.224 -0.842
H -0.133 8.521 -0.275
H 2.077 8.904 0.771
H 3.563 6.984 1.251
H 2.808 4.653 0.665
H 1.308 5.148 -2.791
H 0.734 5.029 -5.188
H -0.953 3.394 -5.979
H -2.047 1.878 -4.364
H -1.477 2.010 -1.953
H 0.005 2.321 1.957
H -1.965 2.053 3.464
H -4.173 2.958 2.769
H -4.398 4.100 0.589
H -2.441 4.351 -0.890
S 0.866 -7.458 0.130
C 1.220 -5.701 0.129
C 1.672 -5.077 1.283
C 1.873 -3.701 1.239
N 1.659 -2.969 0.154
C 1.251 -3.578 -0.955
C 1.024 -4.951 -1.019
C -0.851 -7.377 0.619
C -1.849 -7.144 -0.313
C -3.168 -7.088 0.119
N -3.541 -7.259 1.386
C -2.572 -7.480 2.271
C -1.224 -7.548 1.942
H 1.847 -5.641 2.191
H 2.204 -3.161 2.124
H 1.087 -2.932 -1.819
H 0.687 -5.415 -1.937
H -1.598 -6.992 -1.355
H -3.967 -6.892 -0.588
H -2.891 -7.604 3.301
H -0.474 -7.722 2.702
Br 1.357 -0.564 -3.165
C -3.181 -3.206 -0.376
C -2.529 -1.965 -0.963
C -2.433 -2.098 -2.480
O -1.188 -1.879 -0.473
B -0.828 -0.534 -0.291
O -2.004 0.237 -0.357
C -3.151 -0.614 -0.492
C -4.107 0.036 -1.476
C -3.816 -0.704 0.881
H -2.660 -4.090 -0.752
H -4.236 -3.271 -0.665
H -3.111 -3.212 0.713
H -1.857 -2.997 -2.712
H -1.881 -1.255 -2.904
H -3.421 -2.173 -2.946
H -3.623 0.221 -2.436
H -4.431 0.997 -1.069
H -4.988 -0.595 -1.638
H -3.117 -1.111 1.615
H -4.716 -1.327 0.855
H -4.088 0.305 1.198
```

=====

entry b is the most stable structure; the next one sits 7.9 kcal/mol above it.

=====

Entry a
Here is a 2-piece molecular cluster, C3H7ClN3 overall from the Open Molecules 2025 dataset. Energies are from the ωB97M-V functional and the def2-TZVPD basis.

Computed properties:
E_LUMO   -6.14 eV
Total charge   +1

Geometry as XYZ:
```
14
C3H7ClN3 (the ωB97M-V functional and the def2-TZVPD basis)
C -3.592 -0.474 -0.187
C 0.175 0.296 -0.364
C 2.261 -0.039 0.962
N -3.401 -1.655 -0.344
N 0.511 1.401 -1.078
N 0.949 -0.387 0.460
Cl -3.753 0.882 0.583
H 2.374 0.930 1.203
H 3.020 -0.145 0.241
H 2.496 -0.730 1.869
H -3.056 -2.208 -1.117
H -0.142 1.719 -1.795
H 1.460 1.636 -1.338
H 0.697 -1.226 0.903
```

=====

Entry b
Here is a 2-piece molecular cluster, C3H7ClN3 overall from the Open Molecules 2025 dataset. Energies are from the ωB97M-V functional and the def2-TZVPD basis.

Computed properties:
E_LUMO (alpha / beta)   -5.57 / -5.09 eV
Total charge   +1

Geometry as XYZ:
```
14
C3H7ClN3 (the ωB97M-V functional and the def2-TZVPD basis)
C -2.801 0.433 0.463
C 0.020 0.164 -0.632
C 2.131 -0.555 0.623
N -3.002 1.202 1.334
N 0.215 0.079 -1.877
N 0.713 -0.224 0.437
Cl -3.429 -0.642 -0.558
H 2.660 0.321 1.103
H 2.610 -0.761 -0.421
H 2.374 -1.442 1.269
H -2.312 1.674 2.013
H -0.401 0.328 -2.734
H 1.088 -0.146 -2.239
H 0.134 -0.429 1.217
```

=====

entry b is the most stable structure; the next one sits 2.2 kcal/mol above it.

=====

Entry a
Here is an isolated ion of composition C3H4N3 and charge +1 from the Open Molecules 2025 dataset. Energies are from the ωB97M-V functional and the def2-TZVPD basis.

Computed properties:
E_LUMO   -5.07 eV
Total charge   +1
SMILES   CC#[N+]N=C=N

Geometry as XYZ:
```
10
C3H4N3 (the ωB97M-V functional and the def2-TZVPD basis)
C -1.987 0.391 0.038
C -0.618 0.561 -0.214
N 0.441 1.035 -0.091
N 1.677 0.863 0.129
C 2.185 -0.285 0.024
N 2.415 -1.436 -0.016
H -2.328 -0.726 0.231
H -2.585 0.972 -0.728
H -2.332 0.660 0.997
H 3.132 -2.034 -0.370
```

=====

Entry b
Here is C3H4N3 as an isolated structure from the Open Molecules 2025 dataset. Energies are from the ωB97M-V functional and the def2-TZVPD basis.

Computed properties:
E_LUMO (alpha / beta)   -9.23 / -9.23 eV
Total charge   +1

Geometry as XYZ:
```
10
C3H4N3 (the ωB97M-V functional and the def2-TZVPD basis)
C -1.830 0.522 0.369
C -0.061 0.199 -0.537
C 1.253 -0.086 0.314
N -1.993 -0.793 0.110
N -0.919 -1.048 -0.430
N -0.893 1.244 0.072
H 0.064 0.397 -1.566
H 2.051 0.460 -0.233
H 1.450 -1.239 0.623
H 0.877 0.343 1.277
```

=====

entry a is the most stable structure; the next one sits 68.0 kcal/mol above it.

=====

Entry a
Here is CH3N4 as an isolated structure from the Open Molecules 2025 dataset. Energies are from the ωB97M-V functional and the def2-TZVPD basis.

Computed properties:
E_LUMO (alpha / beta)   -8.00 / -8.00 eV
Total charge   +1

Geometry as XYZ:
```
8
CH3N4 (the ωB97M-V functional and the def2-TZVPD basis)
C -0.032 0.190 -0.097
N 1.356 0.795 -0.403
N 1.851 -0.305 -0.241
N 0.626 -0.966 -0.059
N -1.160 0.838 0.064
H 0.513 -2.887 0.406
H -1.060 1.905 0.077
H -2.093 0.430 0.254
```

=====

Entry b
Here is CH3N4 as an isolated structure from the Open Molecules 2025 dataset. Energies are from the ωB97M-V functional and the def2-TZVPD basis.

Computed properties:
E_LUMO   -6.61 eV
Total charge   +1

Geometry as XYZ:
```
8
CH3N4 (the ωB97M-V functional and the def2-TZVPD basis)
C -0.054 0.195 0.176
N -1.353 0.803 -0.097
N -1.796 -0.350 -0.257
N -0.658 -1.025 0.228
N 1.118 0.677 0.027
H -0.454 -2.090 -0.023
H 1.232 1.685 -0.087
H 1.964 0.106 0.033
```

=====

entry b is the most stable structure; the next one sits 103.5 kcal/mol above it.

=====

Entry a
Here is an isolated ion of composition C2H4NO2S and charge -1 from the Open Molecules 2025 dataset. Energies are from the ωB97M-V functional and the def2-TZVPD basis.

Computed properties:
E_LUMO   4.10 eV
Total charge   -1
SMILES   [H]/N=C/C=[S@@H](=O)[O-]

Geometry as XYZ:
```
10
C2H4NO2S (the ωB97M-V functional and the def2-TZVPD basis)
H 2.744 -0.529 0.349
N 1.959 0.128 0.465
C 1.136 -0.015 -0.486
C -0.440 0.984 -0.628
S -1.459 -0.151 0.151
O -2.654 0.418 0.742
O -1.781 -1.290 -0.657
H 1.364 -0.603 -1.418
H -0.177 1.818 0.078
H -0.693 -0.759 1.404
```

=====

Entry b
Here is a 2-piece molecular cluster, C2H4NO2S overall from the Open Molecules 2025 dataset. Energies are from the ωB97M-V functional and the def2-TZVPD basis.

Computed properties:
E_LUMO (alpha / beta)   3.93 / 3.93 eV
Total charge   -1

Geometry as XYZ:
```
10
C2H4NO2S (the ωB97M-V functional and the def2-TZVPD basis)
C 1.112 -0.168 -0.064
C 0.253 0.437 0.809
N 1.873 0.309 -1.019
O -2.209 -0.928 -1.338
O -2.845 0.435 0.580
S -1.944 0.294 -0.581
H 1.249 -1.190 0.348
H 0.098 -0.195 1.694
H 0.058 1.525 0.901
H 2.356 -0.518 -1.329
```

=====

entry b is the most stable structure; the next one sits 49.9 kcal/mol above it.